[1]
# C37H35CeN5Te

C37H35CeN5Te as an isolated structure (the ωB97M-V functional and the def2-TZVPD basis, the OMol25 dataset).

Element x y z (Å)
Ce 0.097 -0.123 0.078
C 1.146 1.933 4.190
C 0.879 0.805 5.041
C 0.208 -0.282 4.586
C -0.279 -0.247 3.226
N 0.105 0.804 2.414
C 0.719 1.897 2.896
N -0.895 -1.275 2.707
C -1.540 -1.332 1.487
N -1.077 -2.126 0.444
C -1.797 -1.698 -0.678
N -1.434 -2.147 -1.946
C -0.548 -1.637 -2.747
C -0.226 -2.255 -4.003
C 0.681 -1.662 -4.800
C 1.373 -0.462 -4.403
C 1.058 0.089 -3.199
N 0.157 -0.503 -2.399
C -2.801 -0.771 -0.326
C -3.992 1.399 -1.148
C -4.592 2.236 0.040
C -3.520 1.891 1.144
C -3.735 0.387 1.554
C -2.570 -0.448 1.044
H 1.657 2.815 4.586
H 1.253 0.853 6.072
H -0.030 -1.171 5.181
H 0.855 2.714 2.204
H -0.786 -3.165 -4.252
H 0.928 -2.109 -5.780
H 2.099 -0.009 -5.084
H 1.469 1.036 -2.844
H -4.442 1.640 -2.131
H -5.626 1.957 0.316
H -3.562 2.576 2.009
H -3.931 0.281 2.629
C -1.707 2.086 -2.296
C -2.549 1.888 -1.038
C -4.655 3.727 -0.308
C -2.277 2.113 0.266
C -4.140 -0.142 -0.800
C -4.875 -0.268 0.648
C -5.081 -1.745 0.928
C -5.316 -2.622 -0.064
C -5.269 -2.214 -1.457
C -4.769 -1.028 -1.839
H -2.159 2.834 -2.972
H -1.599 1.120 -2.830
H -0.702 2.449 -2.025
H -3.657 4.061 -0.633
H -4.943 4.345 0.559
H -5.362 3.933 -1.129
H -1.334 2.520 0.649
H -5.847 0.208 0.722
H -4.998 -2.099 1.973
H -5.540 -3.680 0.151
H -5.623 -2.928 -2.211
H -4.745 -0.728 -2.906
C 8.464 0.294 0.762
C 7.050 -0.234 0.585
C 6.817 -1.572 0.231
C 5.536 -2.090 0.041
C 5.347 -3.568 -0.335
C 4.432 -1.217 0.263
Te 2.417 -2.076 0.113
C 4.645 0.148 0.604
C 3.464 1.090 0.802
C 5.947 0.614 0.758
H 9.210 -0.510 0.570
H 8.642 0.679 1.781
H 8.659 1.125 0.057
H 7.684 -2.241 0.047
H 6.327 -4.008 -0.594
H 4.683 -3.669 -1.209
H 4.917 -4.138 0.512
H 2.783 0.693 1.554
H 2.909 1.194 -0.152
H 3.779 2.098 1.111
H 6.133 1.672 0.996

Output
- LUMO level (alpha / beta): -1.4 / -1.4 eV
- Total energy: -66606.043 eV
- HOMO-LUMO gap (alpha / beta): 5.5577 / 5.5494 eV
- 2S+1: 1


[2]
# C3H5NO2Si

One molecule with the formula C3H5NO2Si (the ωB97M-V functional and the def2-TZVPD basis, the OMol25 dataset).

Element x y z (Å)
C 1.811 -0.115 0.286
C 0.844 1.028 0.186
C 1.524 -1.383 -0.052
N -0.883 -1.675 -0.096
O -0.345 1.172 -0.228
O -2.744 0.458 0.202
Si -1.435 -0.165 -0.665
H 2.764 0.267 0.450
H 1.244 1.983 0.537
H 1.928 -2.316 0.076
H -2.731 0.264 1.164
H -1.976 0.481 -1.862

Output
- LUMO level (alpha / beta): -1.6 / -1.8 eV
- Energy above the lowest of the compared OMol25 structures with the same formula, charge and spin: 616.5 kJ/mol
- Total energy: -16649.794 eV
- HOMO-LUMO gap (alpha / beta): 7.0785 / 6.4472 eV
- 2S+1: 1


[3]
# C8H9BrO3S

One molecule with the formula C8H9BrO3S (the ωB97M-V functional and the def2-TZVPD basis, the OMol25 dataset).

Element x y z (Å)
C -1.481 2.747 0.184
S 0.062 2.026 0.515
O 0.401 2.196 1.878
O 1.051 2.525 -0.397
O -0.327 0.443 0.228
C 0.858 -0.374 0.460
C 0.237 -1.712 0.899
C -0.082 -2.679 0.033
C 0.194 -2.356 -1.355
C 1.124 -1.414 -1.740
C 1.558 -0.369 -0.860
C 2.470 0.618 -1.091
Br 3.192 0.994 -2.737
H -1.571 2.605 -0.897
H -2.251 2.303 0.667
H -1.449 3.713 0.603
H 1.396 0.149 1.383
H -0.026 -1.676 1.942
H -0.595 -3.650 0.159
H -0.095 -3.064 -2.033
H 1.572 -1.296 -2.737
H 2.588 1.231 -0.215

Output
- LUMO level (alpha / beta): -0.3 / -0.3 eV
- Energy above the lowest of the compared OMol25 structures with the same formula, charge and spin: 16.7 kJ/mol
- Total energy: -95458.744 eV
- HOMO-LUMO gap (alpha / beta): 7.7881 / 7.7874 eV
- 2S+1: 1


[4]
# C23H49AlN4P3Se

C23H49AlN4P3Se as an isolated structure (the ωB97M-V functional and the def2-TZVPD basis, the OMol25 dataset).

Element x y z (Å)
Al 0.310 0.059 -0.047
P 0.019 -2.207 -1.130
P -0.721 1.075 -2.151
P 0.638 -1.181 2.172
H -2.106 1.718 0.580
C -1.277 1.311 1.164
C 0.027 1.892 1.003
H 0.095 2.811 0.406
C -1.630 -2.972 -0.978
C 0.290 -2.350 -2.940
C 1.076 -3.568 -0.505
C -1.029 2.882 -1.998
C 0.146 1.101 -3.780
C -2.379 0.455 -2.609
C 0.792 -0.035 3.606
C 2.107 -2.239 2.526
C -0.722 -2.264 2.737
H -1.600 1.007 2.164
H 0.673 1.967 1.890
H -1.597 -3.922 -1.528
H -2.399 -2.325 -1.417
H -1.868 -3.173 0.075
H 0.168 -3.410 -3.197
H 1.302 -2.048 -3.238
H -0.456 -1.775 -3.505
H 0.954 -4.429 -1.177
H 0.770 -3.879 0.504
H 2.136 -3.284 -0.507
H -1.635 3.230 -2.848
H -0.073 3.423 -2.007
H -1.552 3.127 -1.067
H -0.543 1.497 -4.540
H 0.457 0.100 -4.102
H 1.035 1.749 -3.755
H -2.817 1.195 -3.294
H -3.032 0.347 -1.730
H -2.333 -0.518 -3.117
H 0.777 -0.615 4.541
H -0.016 0.704 3.636
H 1.747 0.502 3.541
H 1.929 -2.794 3.457
H 3.004 -1.623 2.665
H 2.309 -2.957 1.725
H -0.563 -2.424 3.814
H -0.714 -3.232 2.221
H -1.711 -1.806 2.577
C -4.957 0.081 1.851
C -4.731 1.438 2.146
C -5.697 2.178 2.846
C -6.895 1.583 3.244
C -7.150 0.233 2.926
C -6.188 -0.506 2.239
Se -3.738 -1.091 0.935
H -2.435 -0.262 0.805
H -3.797 1.919 1.833
H -5.510 3.232 3.085
H -7.648 2.155 3.808
H -8.091 -0.242 3.213
H -6.376 -1.559 1.994
C 3.309 0.120 0.506
N 2.321 0.528 -0.559
C 2.781 -0.171 -1.826
N 4.141 0.196 -2.190
C 5.067 -0.191 -1.104
N 4.681 0.481 0.159
C 4.786 1.944 -0.067
N 3.865 2.368 -1.149
C 2.492 2.011 -0.769
C 4.243 1.655 -2.392
H 3.273 -0.970 0.600
H 3.035 0.623 1.447
H 2.110 0.116 -2.643
H 2.745 -1.259 -1.675
H 6.085 0.129 -1.375
H 5.026 -1.282 -0.965
H 4.502 2.472 0.860
H 5.818 2.183 -0.370
H 1.812 2.341 -1.570
H 2.275 2.544 0.165
H 5.287 1.915 -2.635
H 3.571 1.968 -3.206

Output
- LUMO level: -11.7 eV
- Energy above the lowest of the compared OMol25 structures with the same formula, charge and spin: 16.9 kJ/mol
- Total energy: -130390.086 eV
- HOMO-LUMO gap: 3.8544 eV
- 2S+1: 1
- Charge: +3


[5]
# C6H17N2

C6H17N2 as an isolated structure (the ωB97M-V functional and the def2-TZVPD basis, the OMol25 dataset).

Element x y z (Å)
N 0.648 0.657 -1.108
C -0.543 1.200 -1.649
C -0.117 2.576 -2.240
C -1.690 1.391 -0.650
N 0.252 -1.544 -0.304
C 1.317 -1.851 0.606
C 0.753 -2.197 1.996
C -0.088 -1.070 2.595
H 0.379 -0.430 -0.691
H 0.829 1.141 -0.218
H 0.380 -2.061 -1.184
H -0.882 0.618 -2.508
H 0.209 3.253 -1.456
H 0.674 2.499 -2.970
H -1.003 2.986 -2.724
H -2.627 1.587 -1.156
H -1.456 2.221 0.012
H -1.814 0.491 -0.047
H 1.979 -2.622 0.211
H 1.977 -0.973 0.714
H 1.601 -2.414 2.630
H 0.152 -3.100 1.907
H -0.382 -1.284 3.612
H 0.469 -0.137 2.570
H -1.018 -0.937 2.054

Output
- LUMO level: -8.0 eV
- Energy above the lowest of the compared OMol25 structures with the same formula, charge and spin: 493.1 kJ/mol
- Total energy: -9466.924 eV
- HOMO-LUMO gap: 6.7932 eV
- 2S+1: 1
- Charge: +1